Entry 1:
ORCA calculation (ωB97M-V/def2-TZVPD) on 2 unconnected molecules or ions with the total composition C3H2FIO2.

Positions of all 9 atoms, in Å:
1 C -0.400 0.081 -0.639
2 C -0.550 0.026 0.672
3 C -2.501 0.385 -0.050
4 O -1.701 0.238 -1.148
5 O -1.861 0.108 1.031
6 F -2.428 2.329 0.026
7 I -4.425 -0.309 0.013
8 H 0.515 -0.090 -1.225
9 H 0.015 0.055 1.602

The orbital gap comes out at 9.609 eV. The HOMO energy comes out at -9.8 eV. As for the multiplicity: 1. Its total charge is 0.


Entry 2:
ORCA calculation (ωB97M-V/def2-TZVPD) on a molecular structure, C3H2FKLiO4.

Positions of all 12 atoms, in Å:
1 C 1.864 -0.378 -0.430
2 C 1.054 0.605 0.383
3 O -0.415 1.252 -0.244
4 C -1.467 0.492 -0.480
5 O -2.458 0.856 -1.089
6 O -1.501 -0.780 -0.092
7 O 1.670 -1.608 -0.371
8 K -3.937 0.050 1.298
9 H 2.632 0.060 -1.069
10 F 1.840 1.648 0.692
11 H 0.720 0.169 1.322
12 Li -0.003 -2.366 0.080

The orbital gap (spin up / spin down) comes out at 3.717 / 6.821 eV. The HOMO energy (spin up / spin down) comes out at -4.9 / -8.0 eV. As for the expectation value of S²: 0.75. As for the multiplicity: 2. Its total charge is 0.


Entry 3:
ORCA calculation (ωB97M-V/def2-TZVPD) on a molecular structure, C3H2FLiO2.

Positions of all 9 atoms, in Å:
1 C 2.897 -0.030 -0.902
2 O 2.126 -0.494 -0.219
3 O -0.953 1.728 1.198
4 C -1.107 0.528 0.941
5 C -1.576 0.195 -0.478
6 H -1.333 0.944 -1.246
7 H -2.650 -0.038 -0.505
8 Li 0.333 -1.069 0.846
9 F -0.886 -1.008 -0.842

The orbital gap comes out at 6.278 eV. The HOMO energy comes out at -6.6 eV. As for the multiplicity: 1. Its total charge is 0.


Entry 4:
ORCA calculation (ωB97M-V/def2-TZVPD) on a molecular structure, C3H2FMnO.

Positions of all 8 atoms, in Å:
1 C -1.559 -0.332 0.337
2 O 0.434 1.308 0.293
3 C 0.761 0.148 -0.034
4 C -0.367 -0.826 -0.038
5 F -2.709 -0.831 -0.143
6 H -1.730 0.350 1.170
7 H -0.168 -1.899 0.003
8 Mn 2.805 -0.465 -0.012

The orbital gap (spin up / spin down) comes out at 6.428 / 7.006 eV. The HOMO energy (spin up / spin down) comes out at -6.9 / -8.3 eV. As for the expectation value of S²: 12.01. As for the multiplicity: 7. Its total charge is 0.


Energy above the lowest of the compared OMol25 structures with the same formula, charge and spin readings, ordered: 1.509; 0.000; 3.665; 0.355 eV